[1]
Entry from OMol25: a structure of composition C7H2Cl5FeI2O4S (ωB97M-V with the def2-TZVPD basis set).

Cartesian coordinates (Å):
1 Fe -0.046287 -0.012693 -0.163317
2 I 1.326025 -0.583265 2.421848
3 C 1.857726 -2.453652 1.508683
4 I 1.755318 -2.138910 -0.599095
5 H 1.172746 -3.206046 1.879286
6 H 2.882609 -2.642361 1.804244
7 Cl -1.271166 -3.733611 0.357978
8 C -2.182037 -2.342527 0.842228
9 C -1.679245 -1.073790 0.603859
10 C -2.489832 -0.033170 1.022800
11 Cl -1.831915 1.583765 0.724504
12 C -3.721325 -0.157971 1.643652
13 Cl -4.627498 1.215480 2.117816
14 C -4.188509 -1.452205 1.868103
15 Cl -5.700219 -1.686082 2.637984
16 C -3.415476 -2.546524 1.465081
17 Cl -4.005975 -4.133267 1.750713
18 O -0.378977 0.529836 -1.973820
19 S 1.137636 0.661748 -2.339496
20 O 1.412154 1.735088 -3.224133
21 O 1.627528 0.903711 -0.905972
22 O 1.573281 -0.666403 -2.777848

Forces on atoms 1 to 6 (eV/Å):
Fe 0.057 0.114 -0.692
I 0.081 -0.041 0.152
C -0.034 0.223 0.027
I 0.240 -0.443 0.265
H -0.054 0.000 -0.102
H -0.006 -0.061 -0.035

Summary:
Strongest force on any atom: 0.70 eV/Å
Charge: 0
Electronic energy: -139515.610 eV
Molar mass: 669.07 g mol⁻¹
Multiplicity: 6

=====

[2]
Entry from OMol25: a cluster of 9 separate species, C7H30O8 in total at a distorted geometry (ωB97M-V with the def2-TZVPD basis set).

Cartesian coordinates (Å):
1 C 4.212768 -0.524248 2.308600
2 C 3.187339 -1.060778 1.314248
3 C 1.783553 -0.822354 1.712627
4 C 1.423737 0.681876 1.968610
5 C -2.436932 1.255251 2.593208
6 C -0.968956 1.299283 2.781615
7 C -0.044134 0.626093 2.070209
8 H 5.106676 0.037968 1.801569
9 H 3.729732 0.100397 2.999861
10 H 4.748323 -1.187757 2.985101
11 H 3.384044 -0.442240 0.374673
12 H 3.629134 -2.005273 0.997656
13 H 1.676942 -1.407389 2.666358
14 H 1.038211 -1.224648 1.058164
15 H 1.924947 1.121769 2.893816
16 H 1.872226 1.170656 1.072324
17 H -3.011221 1.627511 3.412667
18 H -2.848774 0.422763 2.060103
19 H -2.669844 2.165054 1.991864
20 H -0.713493 2.067778 3.473378
21 H -0.642400 0.029997 1.343497
22 H 1.346071 -2.373827 -3.881100
23 H 0.004954 -2.474284 -3.250742
24 O 0.898853 -2.133747 -3.071770
25 H -1.896072 -2.876497 2.118009
26 H -2.091909 -1.255342 2.058538
27 O -2.252539 -2.112137 1.680702
28 H -1.804016 -0.271013 -1.662237
29 H -0.599089 -1.100529 -1.037255
30 O -0.927645 -0.192771 -1.254560
31 H 1.012152 0.826660 -1.299515
32 H 1.008374 0.476631 -2.856892
33 O 1.211163 1.132413 -2.167191
34 H -2.516328 0.641085 -3.490951
35 H -3.535501 -0.374928 -3.883545
36 O -2.835561 -0.239535 -3.226223
37 H -3.223848 -3.405539 -0.019812
38 H -2.773382 -3.044060 -1.437137
39 O -2.625754 -3.675421 -0.717758
40 H 0.418502 4.576808 -2.959041
41 H 0.426478 3.338552 -2.069656
42 O -0.093387 4.102671 -2.302293
43 H -1.367347 2.941963 -3.077207
44 H -0.825118 1.539491 -2.691382
45 O -1.340921 2.021663 -3.381121

Forces on atoms 1 to 6 (eV/Å):
C 2.387 0.777 -0.660
C 2.933 1.585 -2.482
C 0.182 -0.863 2.618
C 1.353 -1.152 0.394
C -0.026 1.980 -1.292
C 1.379 -0.241 -0.008

Summary:
Strongest force on any atom: 4.16 eV/Å
Charge: -1
Electronic energy: -24123.484 eV
Molar mass: 242.31 g mol⁻¹
Multiplicity: 2

=====

[3]
Entry from OMol25: a cluster of 9 separate species, C7H32FN15O7 in total at a distorted geometry (ωB97M-V with the def2-TZVPD basis set).

Cartesian coordinates (Å):
1 N -25.709132 -18.881147 22.736946
2 H -26.469375 -18.209945 22.882809
3 H -25.807446 -19.249369 21.797689
4 H -25.867682 -19.513128 23.521663
5 H -24.828445 -18.336829 22.738125
6 F -23.286383 -18.009840 23.200333
7 C -26.937622 -22.277129 24.766654
8 O -26.898698 -21.048725 24.875749
9 N -26.957407 -23.139942 25.781748
10 N -26.611520 -22.878485 23.588239
11 H -27.022044 -24.111094 25.544296
12 H -26.984925 -22.753136 26.710799
13 H -26.343190 -22.331635 22.782674
14 H -26.539461 -23.861574 23.394386
15 C -27.619499 -16.159575 21.254443
16 O -27.597823 -17.274874 21.802665
17 N -28.291715 -15.093653 21.737754
18 N -27.322777 -15.999329 19.943375
19 H -28.325144 -14.198299 21.285222
20 H -28.975602 -15.140632 22.475752
21 H -26.523013 -16.489276 19.565602
22 H -27.442121 -15.028909 19.713366
23 C -23.631362 -20.664885 26.970887
24 O -24.370796 -19.900289 27.593243
25 N -22.375166 -20.959032 27.364740
26 N -24.079249 -21.270138 25.852371
27 H -21.951559 -21.741906 26.894028
28 H -21.834875 -20.571869 28.113308
29 H -23.422859 -21.881914 25.399022
30 H -24.971643 -20.994160 25.459703
31 C -26.388249 -20.736551 20.095688
32 O -26.226518 -20.974687 21.304423
33 N -26.787016 -19.512050 19.691533
34 N -25.842959 -21.572045 19.159027
35 H -27.514129 -19.229658 20.342177
36 H -26.782324 -19.379787 18.693079
37 H -26.148233 -21.488353 18.205434
38 H -25.521547 -22.421448 19.593233
39 C -23.205526 -16.269726 19.625455
40 O -23.388192 -15.740910 18.513433
41 N -22.298143 -17.232460 19.705589
42 N -23.894441 -16.092198 20.793933
43 H -22.086242 -17.682145 20.583883
44 H -21.777314 -17.466115 18.880214
45 H -24.590017 -15.384679 20.924598
46 H -23.621373 -16.764099 21.498503
47 C -21.749012 -21.487370 22.091680
48 O -21.466822 -22.617927 21.715211
49 N -20.851019 -20.428138 22.145378
50 N -23.014144 -21.016771 21.998203
51 H -19.895214 -20.746726 22.202372
52 H -21.160702 -19.691742 22.770810
53 H -22.961520 -20.021040 21.835227
54 H -23.761191 -21.467517 21.501660
55 C -26.046720 -17.097824 25.510333
56 O -26.775061 -16.848094 26.464783
57 N -26.133554 -16.509700 24.291101
58 N -25.189003 -18.159996 25.582440
59 H -25.238426 -16.394454 23.833437
60 H -26.780227 -15.738675 24.374929
61 H -25.065669 -18.785374 26.370515
62 H -24.459143 -18.122729 24.875215

Forces on atoms 1 to 6 (eV/Å):
N -0.920 1.254 -0.058
H 0.057 0.281 -0.314
H -0.272 -0.669 0.608
H 0.690 -0.673 -0.252
H 1.060 -0.358 1.065
F -0.360 0.250 -0.758

Summary:
Strongest force on any atom: 4.09 eV/Å
Charge: 0
Electronic energy: -47186.402 eV
Molar mass: 457.43 g mol⁻¹
Multiplicity: 1

=====

[4]
Entry from OMol25: a cluster of 12 separate species, C7H34O11 in total at a distorted geometry (ωB97M-V with the def2-TZVPD basis set).

Cartesian coordinates (Å):
1 C 2.583055 -0.153996 -1.272168
2 C 1.281538 -0.371657 -0.486111
3 C 0.518275 -1.341882 -0.987137
4 C 0.910899 0.593267 0.702889
5 C 0.661239 1.914504 0.063939
6 C 0.007413 3.017347 0.543068
7 C -0.706358 3.801538 -0.497741
8 H 3.159067 -1.053489 -1.278155
9 H 2.316493 0.112442 -2.317236
10 H 3.348997 0.491569 -1.126469
11 H 0.676460 -2.278282 -1.402461
12 H -0.527493 -1.318905 -0.468665
13 H 1.826306 0.583108 1.408104
14 H 0.050183 0.143376 1.443666
15 H 1.126834 2.118328 -0.845223
16 H -0.171339 3.441641 1.542478
17 H -0.973521 4.778548 -0.071783
18 H -1.435779 3.259948 -1.084225
19 H 0.018971 4.185093 -1.263859
20 H -2.288424 -2.280229 3.437146
21 H -1.169196 -2.300790 2.356324
22 O -1.593992 -1.717441 3.141468
23 H -2.330336 -3.117300 -2.776379
24 H -1.659222 -2.527764 -1.481986
25 O -1.422617 -2.754690 -2.458728
26 H -2.212428 2.430071 -2.747261
27 H -3.592888 1.724994 -2.358826
28 O -2.681846 1.755994 -2.164463
29 H 0.896407 2.856772 3.110243
30 H -0.131299 1.742693 2.927419
31 O 0.449351 2.090331 3.510025
32 H 0.926782 -0.764013 -3.398282
33 H 0.238893 -1.966580 -4.119745
34 O 0.645053 -1.106668 -4.270514
35 H -2.954421 0.004633 -0.925208
36 H -3.261005 -1.482881 -1.332103
37 O -3.633409 -0.681974 -0.921318
38 H 3.770168 0.863358 2.698030
39 H 3.237460 0.430243 1.182825
40 O 3.878627 0.281768 1.897238
41 H -2.013494 1.058401 -3.829761
42 H -0.939257 0.243809 -4.526539
43 O -1.118195 1.175285 -4.214368
44 H -1.895405 0.297518 1.783285
45 H -1.358071 -0.017869 3.070501
46 O -1.430425 0.659726 2.523878
47 H 0.839387 -2.682634 2.569624
48 H 0.796553 -3.441590 1.288258
49 O 0.347441 -3.420099 2.153717
50 H 3.379632 -1.789920 2.207464
51 H 2.611194 -1.511975 3.301573
52 O 2.579690 -2.155613 2.631416

Forces on atoms 1 to 6 (eV/Å):
C -2.091 -1.631 -1.509
C 1.073 0.569 0.040
C -3.419 1.590 4.231
C 0.616 -2.236 0.902
C -1.135 1.575 3.493
C 0.030 -1.108 -0.833

Summary:
Strongest force on any atom: 6.80 eV/Å
Charge: 0
Electronic energy: -30327.768 eV
Molar mass: 294.34 g mol⁻¹
Multiplicity: 1

=====

[5]
Entry from OMol25: a cluster of 10 separate species, C7H35NO9 in total at a distorted geometry (ωB97M-V with the def2-TZVPD basis set).

Cartesian coordinates (Å):
1 C -2.494819 0.640908 -0.011056
2 C -2.040371 0.079079 -1.408146
3 C -3.056580 0.569308 -2.444278
4 C -0.595448 0.471489 -1.806537
5 C -3.260966 -0.289630 0.886450
6 N -3.401954 0.178852 2.306240
7 C -2.474444 -0.061784 3.371835
8 C -1.339052 0.982070 3.442444
9 H -2.981918 1.582969 -0.264903
10 H -1.615392 1.126484 0.453715
11 H -2.080456 -0.992826 -1.148683
12 H -2.778841 0.413492 -3.492044
13 H -3.257624 1.648825 -2.333773
14 H -3.972702 0.044162 -2.231431
15 H 0.189292 -0.115991 -1.369279
16 H -0.566771 1.579800 -1.609785
17 H -0.495571 0.308080 -2.895442
18 H -4.359943 -0.262197 0.799568
19 H -3.060555 -1.345812 0.714811
20 H -3.803831 1.116436 2.289720
21 H -2.058516 -1.047745 3.435271
22 H -3.093274 0.081845 4.314791
23 H -0.411809 0.673938 3.945788
24 H -1.140406 1.392003 2.480873
25 H -1.411865 1.831090 4.154177
26 H 3.870759 0.671488 1.417562
27 H 3.051590 1.544937 2.368557
28 O 3.580756 0.742701 2.350358
29 H 5.091871 1.623179 -0.679414
30 H 4.149016 0.530294 -0.712864
31 O 4.919843 0.815892 -0.179348
32 H 1.092442 -0.958838 1.481335
33 H 0.389720 0.135601 0.810424
34 O 0.398586 -0.832663 0.786500
35 H 2.027164 1.478666 -0.527647
36 H 2.777677 2.519213 -1.150623
37 O 2.570759 2.230393 -0.250242
38 H 1.314814 -0.207686 -3.988435
39 H 0.240167 -0.417409 -5.071770
40 O 1.148724 -0.136179 -4.935746
41 H 2.868223 -0.757227 -2.133099
42 H 4.028008 -0.048976 -2.739837
43 O 3.257813 0.140513 -2.180383
44 H 0.876518 -1.367219 -1.914491
45 H 1.800452 -2.474167 -2.063288
46 O 1.325455 -1.854274 -2.642157
47 H 2.842713 -0.772066 2.668607
48 H 2.198761 -2.088958 3.246838
49 O 2.430994 -1.621100 2.436095
50 H -0.402899 -3.206314 1.285648
51 H -1.430397 -2.786160 0.242178
52 O -0.855717 -3.508489 0.494915

Forces on atoms 1 to 6 (eV/Å):
C 1.720 1.526 -1.311
C 0.262 -0.229 1.343
C 0.232 -0.160 -0.031
C -1.704 1.146 -1.025
C -2.060 1.131 1.674
N 0.232 -1.052 -0.746

Summary:
Strongest force on any atom: 3.03 eV/Å
Charge: 0
Electronic energy: -27742.953 eV
Molar mass: 277.35 g mol⁻¹
Multiplicity: 1